The following is a DFT calculation (ωB97M-V/def2-TZVPD) of a cluster of 3 separate species, C26H27BrF3NO11S2 in total in a non-equilibrium geometry.

```
71
Properties=species:S:1:pos:R:3:forces:R:3
N -1.570515 3.587205 -7.338840 -0.64 1.41 -0.15
C -0.789290 2.829700 -6.995280 0.16 -1.54 -0.36
O -0.058800 1.783918 -6.771206 0.24 0.04 0.75
C -0.513843 1.007432 -5.677054 0.16 -0.24 -0.02
C -1.846901 0.664609 -5.570807 -0.35 0.13 -0.21
C -2.312436 -0.101147 -4.512743 0.25 -0.04 0.31
C -3.775402 -0.470363 -4.399137 0.69 0.48 -0.13
C -4.239075 -0.445120 -2.968820 -0.20 -0.19 -0.18
O -4.693965 -1.379410 -2.411432 -0.21 -0.37 0.40
Br -4.079193 1.243555 -2.041430 0.11 0.17 -0.14
C -1.402384 -0.532474 -3.547999 0.29 0.05 -0.34
C -0.071447 -0.177173 -3.665038 0.02 0.09 -0.17
C 0.402211 0.593477 -4.730078 -0.24 -0.01 -0.10
C 1.853552 0.936883 -4.775399 -0.10 -0.04 0.29
O 2.486107 0.950831 -5.794116 0.30 0.27 -0.52
C 2.434702 1.217755 -3.437660 -0.05 -0.02 0.15
C 3.410472 2.187008 -3.249566 -0.21 -0.43 0.21
C 3.877027 2.418993 -1.961255 -0.21 -0.16 -0.42
C 3.390184 1.687521 -0.878124 0.33 0.09 0.03
C 3.899025 2.014466 0.506347 -0.56 -0.14 -0.08
C 4.089391 0.796972 1.420389 0.05 0.35 0.28
O 3.173721 0.755599 2.489336 -0.16 -0.19 -0.05
C 5.506280 0.745845 1.988749 0.07 -0.19 -0.16
F 5.810341 -0.492679 2.404221 0.05 0.07 0.09
F 6.433100 1.100541 1.078139 -0.03 -0.12 0.04
F 5.638993 1.574622 3.034842 0.09 0.14 0.07
C 2.437333 0.695070 -1.082696 0.10 0.08 -0.37
C 1.956577 0.466167 -2.364391 0.31 0.38 0.21
C 0.925980 -0.568105 -2.627243 0.01 0.27 -0.20
O 0.903458 -1.627185 -2.064286 -0.25 -0.47 0.51
H -2.545757 1.012564 -6.318127 -0.03 0.12 -0.10
H -4.375485 0.225391 -4.978643 -0.14 0.08 -0.05
H -3.911806 -1.474574 -4.784605 -0.24 -0.21 0.05
H -1.681286 -1.133433 -2.697094 -0.21 -0.11 0.09
H 3.765422 2.718566 -4.117803 0.18 0.17 0.01
H 4.630913 3.175542 -1.813174 0.11 0.10 0.15
H 3.136890 2.639387 0.972089 -0.05 0.12 0.14
H 4.790150 2.624826 0.436899 0.22 0.01 -0.03
H 3.939241 -0.137847 0.894987 0.11 -0.13 -0.28
H 3.089438 1.633738 2.873030 0.08 0.04 0.09
H 2.045666 0.107261 -0.267896 -0.03 -0.10 0.17
C -10.348243 1.535000 -1.079582 0.20 0.07 -0.02
C -10.077639 0.608977 0.089541 -0.47 0.23 -0.04
O -8.764577 0.015976 0.030296 0.14 -0.08 0.00
S -7.527724 0.917166 0.466836 0.00 -0.38 -0.08
C -6.345496 -0.376942 0.613027 -0.03 -0.08 0.01
O -7.801094 1.476601 1.755291 -0.01 0.18 0.01
O -7.163639 1.771122 -0.621494 0.00 0.15 0.06
H -9.720552 2.423972 -1.035660 -0.01 0.00 0.02
H -11.391447 1.851450 -1.068398 -0.02 -0.05 0.03
H -10.141453 1.030391 -2.023202 -0.06 -0.03 0.00
H -10.203408 1.121304 1.044474 0.13 -0.01 0.01
H -10.768043 -0.232013 0.073745 0.14 -0.11 0.00
H -6.654443 -1.042717 1.414022 -0.02 0.02 0.01
H -5.391400 0.088053 0.849681 -0.01 0.05 -0.01
H -6.278236 -0.904223 -0.335247 0.02 0.03 -0.01
C 5.280442 -0.860913 5.729779 -0.20 -0.11 0.17
C 6.236519 -2.014899 5.510993 0.00 0.42 -0.38
O 6.162706 -3.002348 6.562459 0.01 -0.12 0.12
S 4.940840 -4.018473 6.536159 0.30 0.04 0.17
C 5.585997 -5.172353 7.697657 0.06 -0.03 0.03
O 4.873146 -4.622404 5.241043 -0.14 0.02 -0.09
O 3.787360 -3.385987 7.095182 -0.13 -0.04 -0.07
H 4.243549 -1.181020 5.634105 0.01 -0.01 -0.03
H 5.465319 -0.081759 4.993824 0.07 0.00 -0.02
H 5.405024 -0.441909 6.728589 0.06 0.01 -0.01
H 6.068939 -2.495569 4.546426 -0.05 -0.10 0.07
H 7.265912 -1.662164 5.526705 0.04 -0.13 0.14
H 6.485245 -5.620341 7.284800 0.00 0.01 -0.01
H 4.820554 -5.928738 7.854602 -0.04 0.02 -0.04
H 5.797254 -4.651174 8.627259 -0.02 0.02 0.00
```
Forces are in eV/Å.

Results
- largest force on an atom (eV Å⁻¹) = 1.59
- HOMO (eV) = -10.05
- HOMO-LUMO gap (eV) = 8.86
- structure (SMILES) = N#COc1cc(CC(=O)Br)cc2c1C(=O)c1ccc(C[C@H](O)C(F)(F)F)cc1C2=O.CCOS(C)(=O)=O.CCOS(C)(=O)=O
- energy (eV) = -151276.6363